[1]
Molecular formula: C51H125N7O15
Method: DFT, ωB97M-V/def2-TZVPD

Properties
- structure (SMILES) = CC1(C)CCCC(C)(C)N1O.CC1(C)CCCC(C)(C)N1O.COCCNCCOC.COCCNCCOC.COCCNCCOC.COCCNCCOC.COCCNCCOC.CO.CO.CO

ORCA input file:
```
! RIJCOSX wB97M-V def2-TZVPD def2/J DEFGRID3
* xyz 0 1
C 1.930 1.193 -5.612
C 2.912 0.060 -5.401
C 3.764 -0.098 -6.697
C 3.879 0.501 -4.244
C 4.753 -0.689 -3.814
C 3.856 -1.843 -3.312
C 2.888 -2.323 -4.420
C 3.649 -3.260 -5.373
C 1.954 -3.178 -3.640
N 2.181 -1.152 -5.049
O 1.242 -1.538 -5.970
H 2.401 2.176 -5.652
H 1.244 1.118 -6.455
H 1.204 1.233 -4.800
H 3.143 -0.145 -7.592
H 4.582 0.607 -6.844
H 4.329 -1.026 -6.611
H 4.576 1.290 -4.527
H 3.340 0.646 -3.308
H 5.359 -1.080 -4.631
H 5.519 -0.452 -3.076
H 3.304 -1.455 -2.456
H 4.416 -2.671 -2.877
H 4.647 -2.940 -5.671
H 3.208 -3.359 -6.365
H 3.814 -4.243 -4.932
H 1.174 -3.507 -4.328
H 1.394 -2.686 -2.844
H 2.282 -4.122 -3.205
H 0.479 -1.590 -5.391
C -0.931 -1.024 -0.392
C 0.192 0.115 -0.391
C 0.616 0.468 -1.850
C -0.427 1.329 0.339
C 0.497 2.454 0.679
C 1.575 1.961 1.611
C 2.317 0.625 1.185
C 3.473 1.033 0.190
C 2.818 -0.123 2.449
N 1.357 -0.270 0.460
O 1.859 -1.532 0.144
H -0.725 -1.877 -1.039
H -1.192 -1.263 0.639
H -1.826 -0.617 -0.863
H 1.423 1.200 -1.835
H 0.998 -0.336 -2.481
H -0.256 0.934 -2.308
H -1.168 1.688 -0.376
H -0.923 1.007 1.255
H 0.993 3.014 -0.113
H -0.130 3.123 1.269
H 1.109 1.761 2.576
H 2.304 2.748 1.805
H 3.687 0.212 -0.494
H 4.363 1.377 0.717
H 3.134 1.853 -0.441
H 3.226 0.541 3.211
H 3.496 -0.943 2.212
H 2.017 -0.574 3.035
H 1.398 -2.078 0.785
C 7.367 4.716 3.225
O 6.323 5.142 2.355
C 5.535 4.102 1.741
C 4.393 4.811 0.979
N 3.475 5.321 2.008
C 2.851 6.534 1.462
C 1.895 6.973 2.574
O 2.371 7.896 3.491
C 3.004 7.147 4.550
H 7.737 5.651 3.646
H 8.093 4.215 2.585
H 7.050 4.122 4.082
H 5.220 3.388 2.502
H 6.261 3.618 1.086
H 3.995 4.105 0.251
H 4.808 5.659 0.433
H 4.145 5.660 2.683
H 2.367 6.425 0.491
H 3.594 7.317 1.312
H 1.325 6.120 2.940
H 1.124 7.594 2.118
H 3.241 7.932 5.269
H 3.985 6.822 4.201
H 2.308 6.423 4.972
C -4.834 -5.465 -5.447
O -3.587 -4.912 -5.000
C -2.647 -4.641 -5.999
C -1.298 -4.209 -5.441
N -1.174 -2.770 -5.253
C -2.079 -2.240 -4.269
C -1.776 -0.777 -4.088
O -2.423 -0.039 -5.127
C -1.930 1.262 -5.219
H -5.599 -5.273 -4.695
H -4.773 -6.526 -5.689
H -5.278 -5.061 -6.356
H -3.057 -3.986 -6.768
H -2.392 -5.541 -6.558
H -0.520 -4.475 -6.157
H -0.989 -4.694 -4.515
H -1.196 -2.275 -6.133
H -1.905 -2.694 -3.293
H -3.130 -2.443 -4.473
H -0.710 -0.550 -4.119
H -2.170 -0.439 -3.131
H -0.974 1.196 -5.738
H -1.812 1.733 -4.243
H -2.547 1.837 -5.909
C -1.957 -2.603 3.947
O -0.830 -3.433 3.652
C 0.347 -2.615 3.503
C 1.494 -3.553 3.025
N 1.181 -3.865 1.650
C 2.149 -4.772 1.157
C 1.785 -5.190 -0.231
O 0.565 -6.008 -0.176
C -0.045 -6.083 -1.481
H -2.175 -1.992 3.070
H -1.777 -1.818 4.682
H -2.840 -3.210 4.146
H 0.554 -2.281 4.520
H 0.221 -1.781 2.812
H 1.516 -4.490 3.582
H 2.474 -3.075 3.050
H 0.292 -4.342 1.609
H 2.079 -5.666 1.777
H 3.136 -4.334 1.310
H 2.595 -5.763 -0.683
H 1.719 -4.311 -0.873
H -0.218 -5.040 -1.746
H -0.959 -6.673 -1.428
H 0.603 -6.486 -2.259
C -2.845 -4.285 0.371
O -4.093 -4.121 -0.244
C -4.072 -3.682 -1.578
C -5.461 -3.179 -2.026
N -5.783 -2.028 -1.155
C -7.077 -1.489 -1.475
C -7.447 -0.372 -0.541
O -7.779 -0.967 0.738
C -8.130 -0.050 1.788
H -2.140 -3.458 0.460
H -2.280 -5.154 0.035
H -3.046 -4.590 1.399
H -3.703 -4.426 -2.284
H -3.280 -2.959 -1.775
H -6.192 -3.951 -1.785
H -5.573 -2.974 -3.091
H -5.808 -2.403 -0.217
H -7.816 -2.290 -1.504
H -7.124 -1.082 -2.486
H -8.244 0.231 -0.976
H -6.635 0.336 -0.379
H -8.273 -0.530 2.756
H -9.111 0.363 1.553
H -7.598 0.897 1.873
C -1.578 4.766 7.341
O -2.097 4.566 6.040
C -1.135 4.510 5.024
C -1.853 4.367 3.676
N -1.824 2.901 3.340
C -2.838 2.163 3.984
C -3.106 0.888 3.199
O -3.722 1.190 1.906
C -3.973 0.028 1.094
H -0.896 4.012 7.736
H -2.456 4.741 7.985
H -1.073 5.727 7.441
H -0.435 3.702 5.235
H -0.431 5.341 5.064
H -1.318 4.850 2.858
H -2.883 4.717 3.735
H -1.970 2.680 2.365
H -3.743 2.764 4.077
H -2.401 1.969 4.963
H -3.812 0.338 3.822
H -2.182 0.335 3.031
H -3.899 0.373 0.062
H -4.971 -0.330 1.347
H -3.245 -0.777 1.192
C 3.462 -1.840 6.099
O 3.464 -3.155 6.514
H 4.314 -1.244 6.425
H 3.477 -1.740 5.014
H 2.552 -1.374 6.477
H 3.436 -3.164 7.473
C 2.812 3.022 5.474
O 3.624 1.990 6.027
H 1.852 2.511 5.398
H 2.682 3.859 6.160
H 2.940 3.390 4.456
H 3.265 1.550 6.801
C -3.866 3.945 -0.219
O -4.867 4.795 -0.691
H -3.644 3.169 -0.952
H -2.949 4.515 -0.074
H -4.086 3.467 0.735
H -5.390 5.036 0.077
*
```



[2]
Molecular formula: C51H126N10O3
Method: DFT, ωB97M-V/def2-TZVPD

Properties
- structure (SMILES) = CCN(CC)CC.CCN(CC)CC.CCN(CC)CC.CCN(CC)CC.CCN(CC)CC.CCN(CC)CC.CCN(CC)CC.CN(C)C=O.CN(C)C=O.CN(C)C=O

ORCA input file:
```
! RIJCOSX wB97M-V def2-TZVPD def2/J DEFGRID3
* xyz 0 1
C 0.715 -6.177 4.941
C -0.491 -5.490 4.274
N -1.180 -4.480 5.082
C -0.336 -3.283 5.253
C -0.058 -2.587 3.957
C -1.603 -5.016 6.367
C -2.622 -4.154 7.129
H 1.421 -5.524 5.457
H 1.311 -6.739 4.220
H 0.374 -6.869 5.712
H -0.361 -5.172 3.238
H -1.246 -6.261 4.066
H -0.941 -2.646 5.899
H 0.592 -3.541 5.780
H 0.609 -3.092 3.255
H -0.949 -2.330 3.376
H 0.383 -1.585 4.044
H -0.734 -5.198 7.016
H -2.071 -5.985 6.178
H -2.775 -4.572 8.124
H -3.553 -4.029 6.587
H -2.141 -3.192 7.322
C 0.612 0.240 -4.133
C 1.937 -0.308 -3.638
N 2.938 -0.389 -4.715
C 4.057 -1.218 -4.316
C 4.746 -1.864 -5.516
C 3.295 0.920 -5.248
C 4.200 1.775 -4.359
H 0.247 -0.190 -5.066
H 0.723 1.316 -4.285
H -0.205 0.117 -3.422
H 2.253 0.248 -2.740
H 1.795 -1.292 -3.180
H 4.818 -0.763 -3.665
H 3.674 -2.025 -3.686
H 4.926 -1.136 -6.308
H 5.670 -2.367 -5.230
H 4.121 -2.644 -5.958
H 2.419 1.519 -5.494
H 3.796 0.778 -6.209
H 3.718 2.163 -3.459
H 4.612 2.619 -4.919
H 5.108 1.288 -3.992
C -3.463 1.996 -0.591
C -4.050 1.396 -1.860
N -3.069 1.126 -2.918
C -2.356 2.320 -3.350
C -3.263 3.378 -4.031
C -3.787 0.389 -3.969
C -2.859 -0.102 -5.091
H -2.640 1.346 -0.285
H -4.174 2.069 0.230
H -3.117 3.004 -0.825
H -4.550 0.461 -1.591
H -4.856 2.017 -2.284
H -1.780 2.784 -2.548
H -1.602 2.008 -4.073
H -3.933 2.888 -4.733
H -3.810 4.031 -3.350
H -2.627 4.082 -4.575
H -4.592 1.038 -4.332
H -4.199 -0.526 -3.544
H -2.112 -0.800 -4.713
H -2.336 0.737 -5.556
H -3.376 -0.603 -5.910
C 5.545 4.219 2.117
C 5.023 4.307 3.549
N 3.577 4.264 3.668
C 2.962 2.970 3.332
C 1.449 3.003 3.232
C 3.237 4.628 5.058
C 3.401 6.134 5.325
H 5.522 3.233 1.655
H 6.574 4.577 2.026
H 4.994 4.924 1.488
H 5.533 3.521 4.133
H 5.389 5.238 3.974
H 3.332 2.244 4.071
H 3.325 2.669 2.346
H 1.046 3.150 4.234
H 1.091 2.082 2.772
H 1.084 3.807 2.593
H 2.187 4.374 5.205
H 3.817 4.005 5.753
H 4.440 6.366 5.554
H 3.056 6.654 4.433
H 2.823 6.472 6.185
C -4.927 -1.720 0.487
C -5.566 -2.385 -0.743
N -4.928 -3.640 -1.143
C -3.527 -3.466 -1.483
C -2.708 -4.734 -1.571
C -5.627 -4.352 -2.192
C -7.133 -4.407 -2.120
H -4.659 -2.454 1.246
H -5.644 -0.996 0.871
H -3.991 -1.227 0.227
H -6.605 -2.619 -0.504
H -5.652 -1.713 -1.614
H -3.461 -2.921 -2.446
H -3.057 -2.788 -0.773
H -1.646 -4.498 -1.511
H -2.926 -5.394 -0.726
H -2.935 -5.331 -2.456
H -5.234 -5.372 -2.195
H -5.373 -3.944 -3.191
H -7.504 -4.844 -1.189
H -7.559 -5.044 -2.899
H -7.603 -3.437 -2.296
C 0.688 4.329 -3.359
C 1.987 4.769 -4.031
N 1.767 5.811 -5.047
C 2.734 5.764 -6.124
C 2.393 6.705 -7.258
C 1.585 7.128 -4.421
C 2.892 7.774 -3.969
H 0.065 3.793 -4.073
H 0.184 5.127 -2.818
H 1.003 3.633 -2.571
H 2.631 5.188 -3.247
H 2.453 3.888 -4.466
H 3.761 6.019 -5.811
H 2.754 4.739 -6.503
H 2.650 7.731 -6.985
H 2.988 6.451 -8.136
H 1.330 6.669 -7.503
H 0.870 7.137 -3.603
H 1.209 7.757 -5.232
H 2.779 8.632 -3.300
H 3.465 8.187 -4.802
H 3.519 7.074 -3.412
C -3.887 2.943 3.597
C -3.710 1.430 3.736
N -2.883 1.033 4.869
C -2.924 -0.360 5.262
C -4.338 -0.925 5.383
C -1.506 1.513 4.750
C -0.756 1.452 6.062
H -2.910 3.413 3.515
H -4.396 3.360 4.468
H -4.522 3.144 2.735
H -4.722 1.026 3.763
H -3.199 1.041 2.837
H -2.415 -1.065 4.584
H -2.449 -0.458 6.237
H -4.340 -1.915 5.829
H -4.962 -0.243 5.966
H -4.789 -1.002 4.391
H -1.420 2.556 4.438
H -1.025 0.988 3.908
H 0.234 1.910 5.997
H -0.566 0.443 6.432
H -1.295 2.006 6.832
C 4.372 -4.392 2.602
N 4.066 -3.843 1.299
C 3.164 -2.726 1.209
C 4.678 -4.336 0.194
O 5.460 -5.257 0.134
H 4.904 -3.689 3.243
H 5.025 -5.247 2.420
H 3.485 -4.791 3.097
H 2.751 -2.542 0.221
H 2.305 -2.910 1.859
H 3.611 -1.804 1.599
H 4.380 -3.803 -0.724
C 1.595 -3.864 -2.139
N 1.455 -5.093 -1.395
C 2.037 -6.302 -1.953
C 0.858 -5.106 -0.185
O 0.326 -4.164 0.371
H 0.940 -3.855 -3.014
H 2.628 -3.669 -2.438
H 1.317 -2.983 -1.563
H 3.063 -6.471 -1.632
H 1.435 -7.178 -1.706
H 1.944 -6.253 -3.038
H 0.944 -6.116 0.257
C -0.971 -0.982 -0.775
N -0.081 -0.017 -0.131
C 0.357 -0.343 1.197
C 0.158 1.198 -0.648
O 0.878 2.037 -0.126
H -1.283 -0.565 -1.729
H -1.812 -1.110 -0.086
H -0.476 -1.954 -0.819
H -0.326 0.084 1.937
H 0.478 -1.404 1.424
H 1.362 0.030 1.406
H -0.351 1.365 -1.610
*
```



HOMO across the listed records, respectively: -0.2759, -0.2980 Ha.